1.
# C17H12BF4IN3Pd

A structure of composition C17H12BF4IN3Pd (the ωB97M-V functional and the def2-TZVPD basis, the Open Molecules 2025 dataset).

Summary:
* ⟨S²⟩: 2.006
* max |F|: 0.36 eV/Å
* HOMO (alpha / beta): -0.180 / -0.198 hartree
* energy above the lowest of the compared OMol25 structures with the same formula, charge and spin: 0.249 eV
* energy: -1669.434566 Ha

ORCA input file:
```
! RIJCOSX wB97M-V def2-TZVPD def2/J DEFGRID3
* xyz -1 3
Pd 1.893 -2.048 0.629
N -5.699 4.653 -1.550
C -4.850 3.918 -1.303
C -3.789 2.999 -0.996
C -2.553 3.486 -0.576
C -1.534 2.596 -0.287
C -1.740 1.224 -0.405
C -2.981 0.749 -0.818
C -4.005 1.629 -1.120
C -0.636 0.272 -0.088
C 0.435 0.279 -0.971
C 0.557 1.037 -2.177
C 1.771 0.727 -2.729
C 2.366 -0.222 -1.855
N 1.589 -0.483 -0.827
C -0.823 -0.504 1.066
C -1.873 -0.364 2.010
C -1.636 -1.270 3.021
C -0.449 -1.941 2.665
N 0.036 -1.498 1.513
H -2.395 4.551 -0.480
H -0.567 2.960 0.035
H -3.137 -0.318 -0.905
H -4.967 1.261 -1.450
H -0.181 1.717 -2.571
H 2.206 1.112 -3.636
H 3.336 -0.690 -1.948
H -2.684 0.344 1.950
H -2.218 -1.438 3.911
H 0.054 -2.733 3.199
F 6.287 -1.568 0.494
B 5.387 -0.912 1.338
F 4.126 -1.616 1.277
F 5.839 -0.930 2.656
F 5.172 0.397 0.900
I 1.978 -4.877 1.698
C 1.884 -3.962 -0.221
H 0.992 -4.318 -0.722
H 2.809 -4.220 -0.727
*
```

***

2.
# C2H2ClF3

A cluster of 2 separate species, C2H2ClF3 in total at a distorted geometry (the ωB97M-V functional and the def2-TZVPD basis, the Open Molecules 2025 dataset).

Summary:
* max |F|: 5.91 eV/Å
* HOMO (alpha / beta): -0.339 / -0.348 hartree
* energy above the lowest of the compared OMol25 structures with the same formula, charge and spin: 4.899 eV
* energy: -837.032664 Ha

ORCA input file:
```
! RIJCOSX wB97M-V def2-TZVPD def2/J DEFGRID3
* xyz 0 1
C 1.679 0.243 0.266
C -1.597 -0.214 -0.342
F 2.281 1.425 -0.097
F -1.614 -1.125 -1.360
F -1.463 -0.818 0.843
Cl -2.852 0.901 -0.482
H 1.974 -0.560 -0.234
H 1.591 0.148 1.407
*
```

***

3.
# C5H7F

An isolated molecule of C5H7F at a distorted geometry (the ωB97M-V functional and the def2-TZVPD basis, the Open Molecules 2025 dataset).

Summary:
* SMILES: C=C(F)/C=C/C
* max |F|: 3.86 eV/Å
* HOMO: -0.315 hartree
* energy above the lowest of the compared OMol25 structures with the same formula, charge and spin: 0.790 eV
* energy: -294.524544 Ha

ORCA input file:
```
! RIJCOSX wB97M-V def2-TZVPD def2/J DEFGRID3
* xyz 0 1
C -2.087 1.098 -0.033
C -1.638 -0.217 -0.047
F -2.508 -1.240 0.044
C -0.275 -0.743 -0.098
C 0.793 0.063 -0.005
C 2.205 -0.308 0.034
H -1.427 1.922 -0.285
H -3.076 1.279 0.264
H -0.245 -1.851 -0.130
H 0.501 1.105 0.211
H 2.655 0.161 0.903
H 2.792 0.116 -0.823
H 2.311 -1.385 -0.036
*
```